[1]
Density functional theory data (ωB97M-V with the def2-TZVPD basis set) for a structure of composition C18H45CrN6O13SZr at a distorted geometry.

XYZ file:
```
85
Properties=species:S:1:pos:R:3:forces:R:3
Cr 3.412029 0.679462 -1.056638 -1.107 -2.869 -3.200
Zr 0.582709 3.036958 0.111778 -3.473 -2.300 2.938
O 4.434005 -0.776516 -1.584639 -0.426 2.382 1.430
H 5.005729 -1.072187 -0.855897 0.123 -0.337 -0.275
O 2.406379 2.444664 -0.897884 0.740 0.828 0.096
H 3.080016 3.135120 -0.996986 -0.190 0.132 0.002
O -0.763028 3.277847 1.615581 1.327 0.405 -1.655
H -1.396311 3.570152 2.270355 0.028 -0.019 -0.082
S 0.615016 0.172552 0.259996 0.279 2.284 -0.962
O -0.184133 -0.892017 0.725225 0.482 -0.143 -0.033
O 0.953196 1.270985 1.209240 1.257 -0.215 2.579
O 1.931392 -0.238063 -0.343534 -0.280 -0.955 0.718
O -0.035802 1.137208 -0.704851 -0.730 -0.537 -1.627
C -2.658368 -1.090802 -1.240231 -0.751 -0.265 -0.401
O -3.077641 -0.539390 -2.254420 0.429 0.474 0.127
N -3.408075 -1.322423 -0.154178 0.493 0.029 -0.720
C -2.916009 -2.126744 0.938917 -1.004 1.077 1.961
C -4.765233 -0.837562 -0.034327 -0.587 -0.783 0.588
H -1.640685 -1.493078 -1.161731 0.030 -0.024 -0.008
H -3.706300 -2.775872 1.329161 0.348 -0.924 -0.956
H -2.873775 -1.515431 1.861274 0.586 0.401 -0.379
H -1.926144 -2.528587 0.785946 -0.198 -0.472 -0.273
H -5.486214 -1.656279 -0.137854 0.203 -0.216 0.293
H -4.824534 -0.459033 0.987789 -0.474 0.317 -0.133
H -5.135079 -0.144559 -0.779228 0.815 0.365 -0.079
C 0.554227 -3.766074 2.999420 -0.086 -0.172 0.519
O -0.027574 -4.807358 3.189376 -0.170 -0.048 -0.159
N 1.208515 -3.062198 3.964332 -0.359 0.808 -1.104
C 1.878269 -1.838397 3.603781 0.988 0.528 1.069
C 1.100266 -3.390522 5.353087 0.229 -0.795 1.090
H 0.592525 -3.270608 2.014512 0.163 -0.028 -0.059
H 1.788197 -1.488503 2.579765 -0.422 -0.533 -0.201
H 2.952141 -1.953941 3.805795 -0.021 0.057 -0.107
H 1.563313 -1.011342 4.252687 -0.211 -0.066 -0.063
H 0.300065 -2.902288 5.920588 -0.222 0.195 -0.529
H 0.946942 -4.464166 5.452122 -0.085 0.026 -0.094
H 2.007415 -3.160745 5.918164 0.203 0.056 -0.406
C 2.016298 -3.675939 -3.528440 -0.345 0.718 -0.245
O 2.918644 -2.896163 -3.285550 0.099 -0.251 0.024
N 1.028633 -3.993202 -2.662147 -0.120 -0.601 0.293
C 1.237907 -3.800187 -1.241231 -0.282 0.395 0.413
C -0.040225 -4.929076 -3.022121 0.620 0.724 -0.399
H 1.859155 -4.105754 -4.531506 0.070 -0.092 0.012
H 0.667892 -2.952609 -0.842832 -0.005 0.089 -0.166
H 2.286177 -3.613282 -1.021745 0.054 -0.070 -0.132
H 0.880240 -4.669117 -0.686033 0.171 -0.142 -0.118
H 0.197914 -5.903388 -2.601282 -0.438 -0.156 -0.025
H -0.994913 -4.520014 -2.695191 -0.042 -0.281 0.306
H -0.099340 -4.965934 -4.109603 0.082 -0.287 0.003
C 2.706096 3.849774 2.687647 0.709 1.327 -0.098
O 1.997618 3.616953 1.678987 -0.305 0.031 -0.857
N 2.502374 3.460063 3.909160 -0.900 -0.585 -0.374
C 3.293392 3.897011 5.041806 0.138 0.593 0.759
C 1.282126 2.718958 4.230981 -0.496 -0.239 0.458
H 3.544343 4.544409 2.560329 0.145 -0.259 0.055
H 2.692442 4.566720 5.661915 -0.174 -0.131 -0.056
H 4.171856 4.486022 4.787360 0.069 -0.311 -0.452
H 3.571433 3.053617 5.669420 0.100 -0.118 -0.186
H 0.525704 2.802920 3.455421 0.269 0.166 -0.189
H 1.451657 1.654933 4.396080 0.346 0.064 0.007
H 0.881787 3.144338 5.150808 0.003 -0.046 0.013
C 2.175403 0.734774 -4.025832 -0.810 -0.138 -0.732
O 2.444965 0.453456 -2.843184 0.821 0.476 1.111
N 1.085076 0.295490 -4.621167 0.441 0.136 -0.513
C 0.145185 -0.594781 -3.980391 -0.037 -0.559 1.643
C 0.866089 0.549838 -6.054512 0.001 -0.959 0.356
H 2.745535 1.360515 -4.718962 0.555 0.064 0.557
H 0.626647 -1.061818 -3.114995 0.205 0.124 -0.150
H -0.175846 -1.438078 -4.587219 0.006 0.372 -0.508
H -0.709343 -0.065609 -3.552113 -0.155 0.073 -0.447
H 1.622544 1.185884 -6.504537 -0.114 0.351 0.282
H 0.974119 -0.423051 -6.538389 -0.272 0.095 -0.212
H -0.151578 0.912968 -6.166363 0.092 0.191 -0.301
C -2.432994 2.878370 -1.318537 0.101 0.790 0.250
O -1.294816 3.345355 -1.041031 1.473 0.712 -0.196
N -3.546228 3.470373 -0.945657 0.790 -1.571 -0.799
C -4.769934 2.723609 -1.223645 -1.528 0.969 -0.080
C -3.630329 4.791140 -0.352387 -0.728 -0.294 0.733
H -2.553015 1.991317 -1.943489 0.159 -0.294 0.332
H -4.659390 1.770002 -1.730737 0.716 0.076 -0.009
H -5.417869 3.345668 -1.848585 0.036 -0.046 -0.022
H -5.340244 2.544472 -0.310020 0.270 0.038 0.153
H -4.292793 4.687891 0.509746 -0.062 0.237 -0.036
H -2.683923 5.157266 0.025436 0.211 -0.141 -0.343
H -4.093909 5.473636 -1.062158 0.132 0.095 -0.021
```
Forces are in eV/Å.

The calculation puts the HOMO energy (spin up / spin down) at -12.8284 / -12.8284 eV. The calculation puts the LUMO energy (spin up / spin down) at -0.27459 / -0.24040 Ha. As for the spin multiplicity: 4. The calculation puts the HOMO-LUMO gap (spin up / spin down) at 0.1968 / 0.2310 Eh. The total charge is +2. The energy comes out at -95482.14501 eV. As for the molar mass: 728.9 g/mol.

[2]
Density functional theory data (ωB97M-V with the def2-TZVPD basis set) for a structure of composition C18H45F2K3NO16P3S2 at a distorted geometry.

XYZ file:
```
90
Properties=species:S:1:pos:R:3:forces:R:3
K -17.681310 -14.232030 2.295700 0.334 0.286 0.591
K -14.297760 -15.220630 -4.048110 -0.060 -0.021 0.560
K -19.209450 -15.367240 -0.513400 -0.278 -0.209 -0.471
N -16.297670 -15.909620 0.559610 -3.454 -4.902 -1.822
S -16.189380 -17.395770 -0.394210 -0.456 -4.264 -0.205
O -15.652610 -18.584390 0.288700 -0.526 3.340 -1.170
O -15.937450 -17.222780 -1.829800 -0.449 0.182 2.329
F -17.737430 -17.804780 -0.393130 -0.299 1.119 0.217
S -14.898000 -15.491830 0.229280 7.710 4.959 0.646
O -14.666850 -15.033630 -1.149200 0.029 -0.709 1.513
O -13.777390 -16.075220 0.990290 -2.624 0.848 -2.052
F -15.088180 -14.028530 0.984700 0.003 -0.595 -0.134
C -12.475270 -20.574310 -0.796630 -0.521 1.943 1.346
C -12.780360 -21.506630 -1.883640 0.358 -0.086 0.858
O -11.449580 -22.111500 -2.064710 -0.335 -2.434 -1.107
P -11.313940 -23.751510 -2.088350 0.700 -0.778 -3.055
O -9.989470 -24.403940 -2.619660 -4.374 2.556 2.609
O -11.948910 -24.114160 -0.630440 -3.006 -0.311 -6.494
C -11.134160 -24.130640 0.368950 2.655 -1.625 5.626
C -11.994380 -24.187180 1.685450 0.624 1.737 0.266
O -12.598990 -24.103760 -3.038350 1.659 2.412 2.481
C -12.734180 -25.307780 -3.684400 -0.503 -1.530 -0.749
C -13.143170 -26.494720 -2.748130 0.648 0.202 -1.353
H -13.373320 -19.997500 -0.575560 -0.049 0.424 -0.012
H -12.228940 -21.027380 0.163660 0.131 -0.487 -0.228
H -11.656120 -19.899380 -1.044770 -0.077 0.069 -0.080
H -13.626890 -22.095810 -1.531000 0.620 -1.183 -0.174
H -13.212100 -20.993420 -2.742890 0.922 -0.152 -0.590
H -10.530510 -25.037590 0.402930 0.269 -0.326 -0.214
H -10.393280 -23.346280 0.214100 0.051 0.658 1.261
H -11.403790 -23.718260 2.472480 -0.009 0.013 0.191
H -12.895560 -23.581570 1.589470 0.096 0.385 -0.297
H -12.395340 -25.097070 2.132020 0.662 -0.661 -0.834
H -13.456140 -25.026430 -4.451020 -0.511 -0.826 0.019
H -11.836690 -25.515360 -4.267090 0.299 -0.309 0.361
H -12.684740 -26.444240 -1.760510 -0.187 0.374 -0.013
H -14.220060 -26.655330 -2.697090 0.099 0.209 0.194
H -12.689170 -27.373200 -3.206670 -0.241 -0.250 -0.001
C -12.612640 -5.700610 -4.269220 1.110 1.363 1.041
C -13.086910 -7.103860 -4.363470 -0.275 0.513 -3.759
O -13.368630 -7.724700 -3.208480 -0.298 -4.197 4.991
P -13.130590 -9.396390 -3.061930 0.977 2.418 0.018
O -13.920440 -10.226970 -3.988610 0.852 0.371 0.586
O -11.520970 -9.528310 -3.120400 -0.813 0.445 -1.069
C -10.640980 -8.655840 -2.385650 1.144 -0.906 1.697
C -10.020260 -9.431550 -1.165080 -0.912 1.171 -0.213
O -13.313870 -9.734710 -1.502530 -0.728 3.622 -1.568
C -13.608500 -11.017020 -1.182240 0.859 -3.293 2.122
C -13.394610 -11.142620 0.399600 -1.037 -0.899 -2.683
H -12.521610 -5.127900 -5.192160 -0.468 -0.622 -0.452
H -13.246480 -5.089400 -3.626740 -0.057 -0.127 0.173
H -11.591200 -5.643090 -3.893110 0.052 -0.076 0.459
H -14.042800 -7.049620 -4.884450 0.125 -0.324 -0.816
H -12.346870 -7.710470 -4.885460 -0.068 0.146 -0.733
H -9.871530 -8.208350 -3.014790 -0.079 -0.611 -0.521
H -11.091320 -7.783650 -1.911750 -0.848 -0.186 -0.301
H -10.851650 -9.638170 -0.491150 -0.046 -0.222 -0.019
H -9.439370 -10.346890 -1.278340 0.001 0.259 -0.615
H -9.453210 -8.666700 -0.634460 0.430 -0.192 0.053
H -14.512220 -11.428350 -1.631910 -0.585 0.549 0.464
H -12.836940 -11.654060 -1.614650 0.284 -0.347 -0.122
H -13.739850 -12.128480 0.711020 -0.146 0.095 0.060
H -12.308970 -11.181530 0.488970 -0.211 0.864 0.733
H -14.027330 -10.369980 0.836380 0.773 0.113 0.492
C -18.816580 -18.981670 3.077920 1.498 -1.930 0.212
C -20.107760 -18.837820 2.312490 1.255 -0.783 0.580
O -21.038480 -18.384380 3.250010 -2.718 0.071 0.976
P -22.268270 -19.324390 3.740680 -2.532 -0.690 -0.803
O -23.062850 -19.988640 2.633520 2.081 1.179 1.904
O -23.225920 -18.397810 4.665910 0.409 -1.548 -1.042
C -24.282610 -17.574750 4.100950 1.225 1.915 0.967
C -23.576640 -16.226640 4.130820 -0.372 0.929 -0.873
O -21.603490 -20.270910 4.849080 -0.264 0.306 1.099
C -22.370850 -20.884850 5.959040 -1.754 -3.385 -1.330
C -22.565580 -22.461250 5.651090 1.008 1.134 -0.579
H -18.881560 -19.187370 4.146360 -0.748 1.408 0.368
H -18.513910 -20.021820 2.957190 0.764 -0.120 -1.103
H -17.960770 -18.352610 2.833060 -0.242 0.137 0.041
H -19.997960 -18.148200 1.475550 -0.343 0.077 0.001
H -20.343250 -19.840890 1.956840 -0.524 0.280 -0.377
H -24.664570 -17.760500 3.097100 0.491 -0.864 0.083
H -25.118070 -17.522480 4.799070 0.091 -0.618 0.047
H -23.321130 -15.848130 5.120540 -0.241 -0.336 0.114
H -22.640800 -16.294990 3.576180 0.006 -0.074 -0.077
H -24.177560 -15.472350 3.622840 -0.111 0.200 0.055
H -22.049460 -20.860750 7.000300 1.203 1.063 -0.512
H -23.411780 -20.561600 5.968330 0.278 0.723 -0.236
H -21.642430 -23.036860 5.583520 0.432 0.395 0.314
H -23.159000 -22.985050 6.400480 -0.303 0.429 -0.025
H -22.965370 -22.578360 4.643850 -0.534 0.122 0.167
```
Forces are in eV/Å.

The calculation puts the HOMO energy (spin up / spin down) at -7.0911 / -11.7114 eV. The calculation puts the LUMO energy (spin up / spin down) at -0.12273 / -0.12578 Ha. As for the spin multiplicity: 2. The calculation puts the HOMO-LUMO gap (spin up / spin down) at 0.1379 / 0.3046 Eh. The total charge is +1. The energy comes out at -157589.47457 eV. As for the molar mass: 843.9 g/mol.